Entry 1:
Entry from the Open Molecules 2025 dataset: a molecular structure, C26H28N6O2S3Tc in a non-equilibrium geometry (the ωB97M-V functional and the def2-TZVPD basis).

```
66
Properties=species:S:1:pos:R:3:forces:R:3
N -2.3355 -1.9180 2.4952 0.705 0.133 -0.281
H -3.2027 3.0713 -4.0748 -0.012 -0.013 0.023
C -2.1032 1.7587 -2.7405 -0.123 -0.044 -0.096
H -2.1672 0.7846 -3.2221 -0.036 -0.013 0.010
C -1.7164 4.1486 -2.8782 0.025 -0.042 0.020
H -2.3893 -1.9844 -1.7040 -0.010 -0.014 -0.004
C 0.1608 -1.2874 -1.4223 -0.370 0.066 -0.353
H 2.9780 -0.2005 5.6326 0.010 0.000 -0.017
N -0.1434 1.3141 2.0874 0.211 -0.151 0.559
H -0.3276 4.1008 -1.1501 0.028 0.054 -0.039
N 1.8715 -0.4472 2.4887 0.260 -0.080 0.048
C 3.0529 -0.4870 1.8239 -0.038 0.039 -0.042
C -1.5763 -2.9505 2.2573 -0.273 -0.060 0.124
N -1.6371 -0.7443 2.3238 -0.382 -0.181 0.001
S -2.3364 -4.4763 2.4993 -0.027 -0.036 -0.042
H 1.0763 4.4198 2.1714 -0.009 -0.002 0.007
S 0.1293 -2.8543 1.8317 0.155 0.406 0.521
H -2.4778 4.4232 -2.1469 -0.013 -0.017 -0.004
C -2.1969 0.3386 2.7248 0.128 0.302 0.082
H -2.8298 1.8212 -1.9263 -0.009 -0.002 -0.037
H -1.5329 5.0198 -3.5043 0.017 0.008 0.014
H -2.2534 -2.8397 -5.8927 0.013 -0.003 0.008
H 0.1435 -2.2464 -5.9424 -0.012 0.002 0.009
C -1.3710 1.5372 2.6105 -0.162 -0.296 -0.153
C -0.4888 -1.7035 -2.6660 -0.042 0.012 0.139
S -0.4929 1.8968 -1.9411 0.082 -0.228 0.508
H -3.5234 -2.7208 -3.7766 0.006 0.003 -0.002
C -2.1910 2.9448 -3.6930 0.047 -0.005 0.068
H -0.7158 -5.4840 1.0124 -0.006 -0.014 0.008
O -0.6883 1.6200 -0.4469 0.218 0.164 -0.411
C 2.9481 -0.6591 0.3691 0.041 0.000 0.027
C -1.7590 -2.5203 -4.9844 -0.001 0.005 -0.016
N 1.7239 -0.7654 -0.0352 0.367 0.155 -0.138
C -0.4090 -2.1850 -5.0145 0.004 0.003 -0.010
H -1.5748 -6.6285 2.0539 0.011 0.004 0.010
H 3.8452 -1.1261 -1.4942 -0.012 0.006 -0.007
N 1.4425 -1.0781 -1.3473 -0.165 0.010 0.563
H 1.6699 2.0996 1.5078 0.012 0.001 0.017
C 4.2429 -0.3092 3.8875 0.052 0.007 0.006
Tc 0.1709 -0.6071 1.3005 -1.196 -0.327 -1.257
C 0.7060 2.3302 1.9405 -0.108 -0.016 0.017
C -0.4384 3.7050 -2.1599 -0.038 0.113 0.060
C 0.2313 -1.7792 -3.8576 0.035 0.035 -0.054
C -2.4762 -2.4513 -3.7967 0.054 0.025 0.009
H -1.1803 4.8515 3.1443 0.008 -0.018 0.010
C 3.0290 -0.2778 4.5556 -0.006 0.005 0.052
H -1.5370 2.7844 -4.5537 -0.010 0.007 -0.002
H 4.9058 -1.3687 -0.0896 -0.017 0.003 -0.016
H 0.8893 -0.3304 4.3003 -0.004 -0.017 -0.001
C 1.8602 -0.3493 3.8232 0.056 -0.043 -0.113
H 5.1732 -0.2555 4.4371 -0.011 -0.004 -0.008
C 4.1317 -0.7356 -0.5234 0.044 -0.053 0.004
H 0.4618 3.9284 -2.7309 -0.005 -0.009 -0.014
H -0.2454 -5.6758 2.7351 0.005 0.002 -0.007
H 5.1847 -0.4561 1.9592 0.006 0.020 0.017
C -1.0683 -5.6653 2.0251 0.019 -0.012 -0.016
O -0.6383 -1.1420 -0.3678 0.450 -0.197 0.190
H 4.5545 0.2636 -0.6601 0.004 -0.013 0.019
H 1.2809 -1.5168 -3.8705 -0.020 -0.011 0.009
C -1.8428 -2.0413 -2.6351 -0.056 -0.014 -0.084
C -1.7740 2.7911 3.0053 -0.020 0.247 0.030
C -0.8894 3.8526 2.8469 -0.102 0.010 0.039
H -2.7591 2.9322 3.4289 0.014 0.017 -0.015
H -3.1917 0.3269 3.1557 0.020 0.038 0.023
C 0.3632 3.6193 2.3079 0.076 0.017 -0.056
C 4.2538 -0.4161 2.5060 0.113 0.017 0.048
```
Positions in Å, forces in eV/Å.

Calculated values
**HOMO energy (alpha / beta)**: -0.5074 / -0.5074 Ha
**Energy above the lowest of the compared OMol25 structures with the same formula, charge and spin**: 0.0 kcal per mole
**Total charge**: +2
**E**: -75142.8447 eV
**HOMO-LUMO gap (alpha / beta)**: 6.2850 / 6.1206 eV
**Multiplicity**: 2

---

Entry 2:
Entry from the Open Molecules 2025 dataset: C26H28N6O6 in the gas phase in a non-equilibrium geometry (the ωB97M-V functional and the def2-TZVPD basis).

```
66
Properties=species:S:1:pos:R:3:forces:R:3
C -0.5646 -4.1176 0.4233 -0.139 -0.426 0.862
H 0.3291 5.8900 -1.6147 -0.017 0.088 -0.031
C -2.6602 1.2175 0.5122 -0.292 -0.326 -0.351
C 0.3371 2.7240 -2.8407 -0.056 0.147 -0.137
C 3.5506 -4.7903 1.5523 0.357 -0.753 -0.436
N 1.5881 2.6575 1.8696 -0.117 0.662 -0.450
H 0.5724 6.5918 -3.8552 -0.040 -0.023 0.007
H -3.2486 0.5957 1.2042 0.078 0.060 -0.084
C 0.9546 2.7549 -0.5198 -0.137 0.362 -0.405
H -1.6577 0.9563 -1.3825 -0.151 0.008 -0.001
C -0.3656 6.0704 -4.0700 -0.031 0.260 -0.004
H 0.1477 2.1984 -3.7635 -0.016 -0.070 -0.105
H 2.1058 -1.2634 0.1972 -0.170 -0.226 -0.070
H 0.9879 -2.2498 -0.7419 0.136 0.076 0.063
O -0.2070 4.6732 -4.0035 0.077 -0.366 0.098
H -4.4604 2.4407 0.5180 -0.035 -0.015 -0.050
C 1.9457 -0.6913 2.6932 -0.024 -0.693 0.404
H 2.5085 -4.4277 -1.5096 -0.130 0.038 -0.218
C -2.6440 3.6379 0.5743 0.151 -0.151 0.126
H 2.0657 -0.5139 3.7635 -0.051 -0.069 -0.221
C -3.4707 2.4526 0.0640 0.104 -0.096 0.101
H -1.9783 4.0048 -0.2072 0.002 0.047 0.010
C 0.1830 4.1141 -2.8291 0.019 -0.115 0.097
C 2.7441 -4.3666 -0.4676 -0.192 0.608 0.322
C -1.7316 -1.9163 0.1420 0.378 -0.105 0.092
O 2.8500 -3.6454 1.6339 -0.262 0.500 0.229
N 1.8530 1.7254 2.7106 0.268 -0.398 1.077
H 1.0087 4.6780 0.4031 0.008 0.076 0.081
H -0.1327 -7.3325 0.0837 0.025 -0.236 -0.068
C -1.8197 2.9901 1.6858 -0.126 0.367 0.068
C 1.3165 2.0582 0.6910 0.341 -0.840 0.600
H -3.0415 -0.1553 -1.1191 0.072 0.107 -0.027
N 1.7565 0.5867 2.0768 -0.071 0.742 -0.495
C 0.6719 -1.5281 2.4856 0.321 0.221 0.195
C 0.8151 4.1386 -0.5112 0.074 -0.399 0.043
H 0.8460 0.9810 -1.7152 -0.020 -0.134 -0.042
H -3.2573 4.4585 0.9379 -0.024 0.087 -0.021
C 0.7202 2.0528 -1.7030 0.057 0.248 0.105
H -3.5871 2.4722 -1.0180 -0.071 0.007 -0.065
H -0.5262 -5.5398 2.0737 -0.042 0.034 0.256
H 4.0106 -5.1455 2.4524 0.027 0.020 0.178
H -0.4633 -0.3130 0.2910 -0.002 -0.224 0.034
C -0.7672 -2.7591 1.0082 -0.242 -0.120 -0.073
H -2.4101 2.9120 2.6105 0.071 0.036 -0.018
N -1.2904 -0.6804 -0.1634 0.218 0.401 0.018
C -0.2532 -5.5523 -1.1689 0.127 -0.842 0.226
H 2.8311 -1.1922 2.2960 -0.047 0.148 0.034
H 3.9962 -6.1696 -0.0736 0.130 -0.222 0.008
O -0.1511 -1.6119 3.3712 -0.097 0.076 0.303
C -2.1878 0.3394 -0.6526 -0.256 0.161 0.296
C 0.4320 4.8170 -1.6527 -0.104 0.223 -0.334
H -0.8794 3.4978 1.9005 -0.055 0.012 0.058
H -0.6689 6.2831 -5.0938 0.021 0.034 0.090
N 1.4217 0.7359 0.8089 -0.101 0.501 -0.431
C -0.2565 -6.2742 -0.0167 0.034 0.170 -0.499
O -2.7926 -2.3706 -0.2241 -0.304 -0.190 0.060
C 3.5262 -5.2777 0.2848 0.137 0.104 0.564
O -0.4356 -4.2481 -0.9143 -0.126 0.475 -0.180
N 0.4968 -2.0767 1.2634 -0.321 -0.130 -0.328
C -0.4616 -5.3383 1.0243 -0.083 0.660 -0.209
O -1.5125 1.7023 1.1998 0.086 -0.176 -0.135
C 2.3533 -3.3919 0.4014 -0.115 -0.307 -0.998
C 1.5019 -2.1740 0.2185 0.618 -0.153 0.273
H -1.2597 -2.8747 1.9831 0.099 -0.006 -0.303
H -0.1420 -5.8408 -2.1952 -0.007 0.063 -0.172
H -1.1429 6.4202 -3.3831 0.041 -0.017 -0.015
```
Positions in Å, forces in eV/Å.

Calculated values
**HOMO energy**: -0.3133 Ha
**SMILES**: COc1ccc(-c2nnn(CC(=O)N(Cc3ccco3)[C@@H](C(=O)NC[C@@H]3CCCO3)c3ccco3)n2)cc1
**Energy above the lowest of the compared OMol25 structures with the same formula, charge and spin**: 121.5 kcal per mole
**Total charge**: 0
**E**: -48640.5619 eV
**HOMO-LUMO gap**: 9.0842 eV

---

Entry 3:
Entry from the Open Molecules 2025 dataset: a molecular structure, C26H29AsBCrF5N4O11S (the ωB97M-V functional and the def2-TZVPD basis).

```
79
Properties=species:S:1:pos:R:3:forces:R:3
S 0.6309 3.5839 0.0347 0.171 0.033 0.043
C -5.0274 -2.2575 -2.1562 -0.022 0.009 0.027
B 2.4151 0.0880 -3.0136 -0.271 -0.130 -0.165
N -9.2490 -6.3620 -1.6578 0.008 0.018 0.005
C 0.2009 -2.7222 1.2206 0.043 0.090 -0.090
H -6.7486 -6.7048 -3.4405 0.011 0.015 -0.019
H -7.7691 -4.8456 -1.4754 0.002 0.046 -0.084
C -4.1601 -0.0663 -2.3999 0.031 0.060 0.061
F 1.6248 0.8008 -1.9933 0.178 0.172 0.199
H 0.8680 -2.0380 -1.4094 -0.147 -0.065 -0.050
H -8.2749 -8.2310 -1.3536 0.001 0.002 -0.008
C -4.5108 -4.9535 -1.6659 0.003 -0.011 -0.139
N -5.2400 -0.9245 -2.3854 -0.019 -0.021 -0.040
C -6.5554 -0.4425 -2.7035 -0.003 0.001 0.015
H 3.5375 5.1417 -3.5308 -0.006 0.002 0.002
H -6.8994 -0.7115 -3.6978 0.008 0.015 -0.008
O -0.9835 -1.6420 2.9674 -0.063 -0.023 -0.039
H -7.0996 -2.8518 -2.2597 0.002 0.005 -0.002
C -3.4752 -4.0569 -1.7010 0.016 -0.003 0.031
H 1.4048 4.9432 -2.2674 0.004 0.003 -0.006
H -0.5310 -3.0566 0.4815 -0.085 -0.089 -0.071
H -8.6167 -0.6083 -1.8612 0.000 0.000 -0.004
H 0.3010 -3.5052 1.9717 0.010 0.035 0.017
O 2.8723 2.4243 2.4617 -0.043 0.003 -0.006
C 3.4886 4.5262 -2.6407 -0.021 0.017 -0.006
C -7.4199 -5.8889 -3.1782 0.042 -0.065 0.010
H 2.2342 -1.9948 1.1871 -0.017 -0.031 0.017
O -0.3679 3.8960 -0.9513 -0.001 -0.021 -0.020
O -0.9316 0.7172 -1.3065 0.268 -0.698 -0.004
C -7.5914 -0.3690 -1.6110 0.004 -0.005 0.005
F 1.5598 -0.8804 -3.5603 0.093 0.044 0.054
C -6.9517 -6.5722 -0.8829 -0.023 0.029 0.053
H 3.1608 1.9037 3.2207 0.026 0.015 0.002
O -2.2953 1.7907 -2.7200 0.134 -0.077 -0.167
H -10.2194 -6.6001 -1.5159 -0.001 0.000 0.000
H -8.7226 -7.3433 0.1048 0.004 -0.006 0.001
H 5.3677 2.4216 -0.7665 0.004 0.008 -0.004
C 4.5192 3.0061 -1.1008 -0.001 0.003 -0.017
H -7.2718 -0.6644 -0.6204 0.000 0.002 0.002
Cr 0.7258 0.3028 -0.1952 -0.339 0.616 0.125
C -5.8115 -4.5131 -1.8639 0.003 0.013 0.086
N 1.3928 -1.6110 -0.6541 -0.095 -0.008 0.022
H -7.5781 1.5082 -2.8191 -0.003 -0.001 0.000
C -2.8783 -0.3915 -2.1440 0.101 -0.044 0.094
C -2.5401 -1.7813 -1.9321 0.071 -0.008 -0.143
As 3.4419 1.5921 1.0215 0.010 -0.082 0.074
F 3.4729 -0.5359 -2.3494 0.098 0.008 0.023
H -9.0092 -7.3068 -3.5634 0.005 -0.008 0.011
C -8.3502 -7.2304 -0.9108 -0.001 -0.008 0.000
C -8.8941 -6.3341 -3.0714 -0.005 -0.001 0.003
H -6.1751 -7.2493 -1.2144 0.016 0.007 0.013
H 5.5306 3.8796 -2.7755 -0.001 0.000 0.001
O -1.4311 -2.2629 -1.8127 0.265 -0.054 0.122
H 1.9605 -3.4497 0.2211 -0.010 0.006 -0.014
H -7.2727 -5.0789 -3.8863 -0.015 0.022 0.018
C -3.7161 -2.7124 -1.9371 -0.048 0.021 0.084
H -6.2852 1.4172 -1.5402 0.002 0.001 0.001
H -4.3709 0.9714 -2.6223 -0.019 -0.021 -0.038
O 0.5789 2.1753 0.5279 -0.150 -0.096 -0.115
H -2.4503 -4.3729 -1.5452 -0.003 0.011 -0.007
C 2.2090 3.6235 -0.8123 0.046 -0.009 -0.029
C 4.6025 3.8207 -2.2206 0.017 -0.012 0.013
C 1.5276 -2.4896 0.5216 -0.003 0.016 -0.033
O 2.3990 0.2829 0.7349 0.027 -0.076 -0.069
H 2.3280 -1.3996 -1.0020 -0.043 -0.012 -0.114
H -6.6824 -6.1834 0.0966 -0.014 0.021 0.000
F 2.8382 0.9988 -3.9474 0.032 0.021 0.022
C -6.9829 0.8839 -2.1694 -0.008 0.003 0.020
O -0.3569 -0.3742 1.2547 0.199 0.024 0.012
C -0.4105 -1.4932 1.8955 -0.054 0.017 -0.028
C -1.9081 0.8145 -2.0863 -0.277 0.314 0.207
H -9.5408 -5.6197 -3.5785 0.001 -0.008 -0.012
O 0.7435 4.5000 1.1418 -0.002 -0.008 0.007
F -4.2559 -6.2693 -1.4734 -0.027 -0.043 0.002
C 2.2963 4.4264 -1.9387 -0.005 0.008 0.013
C 3.3272 2.9000 -0.3921 -0.056 0.013 -0.010
C -6.0771 -3.1818 -2.1206 -0.023 0.001 0.083
O 4.9832 1.1021 1.2512 -0.036 0.020 -0.006
N -6.9829 -5.4039 -1.8260 -0.001 -0.042 -0.033
```
Positions in Å, forces in eV/Å.

Calculated values
**HOMO energy (alpha / beta)**: -0.2017 / -0.2023 Ha
**Energy above the lowest of the compared OMol25 structures with the same formula, charge and spin**: 1.9 kcal per mole
**Total charge**: -1
**E**: -170284.2691 eV
**HOMO-LUMO gap (alpha / beta)**: 5.6538 / 5.6696 eV
**Multiplicity**: 4